1.
Density functional theory data (ωB97M-V/def2-TZVPD) for a structure of composition C28H42BN6RhS3.

The net charge is +2. The total energy is -74834.191 eV. The calculation puts the frontier orbital gap (alpha / beta) at 7.72 / 5.37 eV. Its HOMO energy (alpha / beta) is -14.05 / -14.44 eV. Its expectation value of S² is 6.027. Its multiplicity is 5. The calculation puts the energy above the lowest of the compared OMol25 structures with the same formula, charge and spin at 0.0 kJ/mol.

Each line ends with the Mulliken spin population.
Cartesian coordinates (Å):
Rh 0.070 -0.394 -3.874  1.93
C -2.908 3.580 -2.698  0.02
C -1.888 2.979 -1.805  0.00
C -1.369 3.624 -0.708  0.01
C -0.366 2.992 0.060  0.00
N 0.065 1.795 -0.269  0.00
N -0.402 1.162 -1.317  0.07
B 0.094 -0.260 -1.679  -0.11
N -0.982 -1.280 -1.208  0.13
N -1.547 -1.011 -0.055  0.02
C -2.505 -1.772 0.427  0.00
C -2.995 -2.859 -0.330  0.01
C -2.401 -3.175 -1.531  0.00
C -2.844 -4.290 -2.403  0.01
C -1.325 -2.352 -1.954  0.01
S -0.464 -2.694 -3.394  0.45
C -2.991 -1.410 1.810  0.00
C -1.767 -1.493 2.734  0.00
C -3.514 0.033 1.798  0.00
C -4.069 -2.357 2.332  0.00
N 1.498 -0.608 -1.121  0.07
N 1.647 -0.805 0.173  0.01
C 2.785 -1.212 0.681  0.00
C 3.862 -1.545 -0.179  0.01
C 3.769 -1.265 -1.516  -0.01
C 4.869 -1.506 -2.479  -0.01
C 2.532 -0.737 -1.979  0.09
S 2.342 -0.307 -3.624  0.29
C 2.972 -1.260 2.178  0.00
C 1.665 -0.948 2.904  0.00
C 4.026 -0.193 2.522  0.00
C 3.488 -2.622 2.660  0.00
C -1.346 1.709 -2.116  0.01
S -1.850 0.856 -3.516  0.38
C 0.232 3.673 1.264  0.00
C 0.975 4.939 0.809  0.00
C -0.871 4.067 2.256  0.00
C 1.209 2.729 1.961  0.00
H -3.214 4.554 -2.334  0.00
H -3.784 2.934 -2.776  0.00
H -2.498 3.692 -3.703  0.00
H -1.723 4.610 -0.449  0.00
H -3.830 -3.442 0.020  0.00
H -3.690 -4.814 -1.971  0.00
H -2.026 -4.994 -2.560  0.00
H -3.121 -3.910 -3.387  0.00
H -1.009 -0.789 2.410  0.00
H -1.352 -2.497 2.725  0.00
H -2.058 -1.257 3.753  0.00
H -2.751 0.713 1.426  0.00
H -3.784 0.326 2.809  0.00
H -4.399 0.117 1.174  0.00
H -3.717 -3.386 2.343  0.00
H -4.987 -2.288 1.755  0.00
H -4.307 -2.085 3.358  0.00
H 4.758 -1.996 0.214  0.00
H 5.745 -1.900 -1.976  0.00
H 5.138 -0.576 -2.982  0.00
H 4.554 -2.213 -3.248  0.00
H 1.142 -0.140 2.401  0.00
H 1.872 -0.650 3.928  0.00
H 1.029 -1.827 2.927  0.00
H 3.688 0.802 2.245  0.00
H 4.970 -0.396 2.027  0.00
H 4.202 -0.211 3.593  0.00
H 2.834 -3.433 2.349  0.00
H 3.517 -2.607 3.747  0.00
H 4.496 -2.824 2.313  0.00
H 0.312 5.649 0.321  0.00
H 1.785 4.694 0.127  0.00
H 1.398 5.424 1.685  0.00
H -1.542 4.817 1.849  0.00
H -0.408 4.490 3.143  0.00
H -1.454 3.201 2.560  0.00
H 1.933 2.340 1.251  0.00
H 0.664 1.903 2.405  0.00
H 1.735 3.258 2.750  0.00
C 0.046 -0.279 -6.028  0.53
H -0.994 -0.345 -6.350  0.01
H 0.634 -1.128 -6.371  0.02
H 0.496 0.677 -6.286  0.01

---

2.
Density functional theory data (ωB97M-V/def2-TZVPD) for a structure of composition C7H2Br2F5LiOSe.

The net charge is -2. The total energy is -228560.258 eV. The calculation puts the frontier orbital gap (alpha / beta) at 5.16 / 5.28 eV. Its HOMO energy (alpha / beta) is -0.34 / -0.39 eV. The calculation puts the energy above the lowest of the compared OMol25 structures with the same formula, charge and spin at 6.2 kJ/mol.

Each line ends with the Mulliken charge.
Cartesian coordinates (Å):
Li 0.196 -0.225 -0.345  0.79
Br 2.785 -0.483 0.223  -0.79
C 2.263 2.225 0.321  -0.52
Br 0.422 2.462 -0.008  -0.18
H 2.848 2.683 -0.465  0.24
H 2.497 2.534 1.331  0.23
F -8.678 -0.095 0.259  -0.35
C -7.330 -0.065 0.110  0.48
C -6.756 0.404 -1.054  0.08
F -7.562 0.864 -2.040  -0.33
C -5.385 0.410 -1.205  0.72
F -4.929 0.907 -2.368  -0.31
C -4.489 -0.048 -0.227  -1.08
Se -2.612 -0.148 -0.509  -0.22
C -5.128 -0.505 0.935  0.71
F -4.403 -0.950 1.977  -0.29
C -6.495 -0.520 1.110  0.06
F -7.041 -0.973 2.264  -0.33
O -0.670 -1.356 -1.466  -0.92

---

3.
Density functional theory data (ωB97M-V/def2-TZVPD) for a cluster of 2 separate species, C4H10N2 in total.

The total energy is -7288.289 eV. The calculation puts the frontier orbital gap at 10.03 eV. Its HOMO energy is -9.05 eV. Its structure (SMILES) is C=CN=C.CN. The calculation puts the energy above the lowest of the compared OMol25 structures with the same formula, charge and spin at 224.8 kJ/mol.

Each line ends with the Mulliken charge.
Cartesian coordinates (Å):
C -0.599 -0.813 -0.821  -0.66
C -1.070 -1.097 0.400  0.02
N -1.646 -2.338 0.699  -0.45
C -2.684 -2.678 0.073  -0.31
H -0.456 -1.630 -1.514  0.27
H -0.303 0.203 -1.018  0.21
H -0.866 -0.514 1.292  0.36
H -3.115 -3.655 0.268  0.26
H -3.163 -2.035 -0.672  0.31
C 1.673 1.801 -0.194  -0.72
N 2.440 2.791 0.558  -0.57
H 1.788 0.763 0.147  0.29
H 2.039 1.792 -1.223  0.29
H 0.605 2.002 -0.168  0.27
H 2.001 3.001 1.442  0.21
H 3.357 2.408 0.733  0.22

---

4.
Density functional theory data (ωB97M-V/def2-TZVPD) for a cluster of 3 separate species, C34H49NO16P2 in total.

The total energy is -88879.537 eV. The calculation puts the frontier orbital gap at 8.03 eV. Its HOMO energy is -9.11 eV. Its structure (SMILES) is CN(C)C(=O)Cc1cc(COO)c2c(c1O)C(=O)C(OC(=O)c1ccccc1)=CC2=O.CCOP(=O)(OCC)OCC.CCOP(=O)(OCC)OCC.

Each line ends with the Mulliken charge.
Cartesian coordinates (Å):
C 1.782 -0.071 2.574  -0.91
N 2.887 -0.180 1.604  0.58
C 3.125 -1.554 1.150  -0.98
C 4.081 0.450 2.085  0.20
O 4.682 -0.015 3.021  -0.58
C 4.655 1.697 1.420  -1.46
C 3.649 2.631 0.795  0.68
C 3.421 3.895 1.299  -0.42
C 2.482 4.775 0.761  0.77
C 2.280 6.131 1.389  -1.37
O 1.464 6.020 2.553  -0.21
O 2.307 5.496 3.586  -0.38
C 1.734 4.336 -0.326  0.87
C 1.950 3.050 -0.845  1.37
C 2.916 2.198 -0.313  -0.46
O 3.146 0.983 -0.874  -0.64
C 1.098 2.618 -2.006  -0.16
O 1.475 1.928 -2.919  -0.58
C -0.309 3.146 -1.927  -0.17
O -1.298 2.311 -2.360  -0.25
C -2.465 2.374 -1.600  -0.14
O -3.468 2.762 -2.128  -0.49
C -2.472 1.961 -0.157  1.07
C -3.570 1.199 0.240  -0.83
C -3.694 0.799 1.555  -0.57
C -2.753 1.130 2.517  -0.54
C -1.640 1.858 2.116  -0.79
C -1.508 2.263 0.800  0.13
C -0.513 4.371 -1.458  0.08
C 0.656 5.159 -0.979  -0.48
O 0.721 6.355 -1.139  -0.60
H 1.882 0.874 3.109  0.31
H 1.793 -0.929 3.251  0.09
H 0.844 -0.027 2.017  0.45
H 2.454 -2.260 1.640  0.36
H 4.162 -1.861 1.277  0.38
H 2.925 -1.643 0.075  0.22
H 5.336 1.370 0.628  0.40
H 5.268 2.205 2.161  0.41
H 3.964 4.251 2.165  0.34
H 3.222 6.601 1.684  0.44
H 1.749 6.827 0.750  0.48
H 1.686 5.215 4.268  0.30
H 2.406 0.396 -0.682  0.27
H -4.328 0.922 -0.479  0.47
H -4.565 0.231 1.858  0.37
H -2.862 0.835 3.551  0.42
H -0.904 2.121 2.864  0.45
H -0.622 2.826 0.550  0.54
H -1.489 4.833 -1.364  0.57
C -5.005 -1.480 -5.974  -0.90
C -5.756 -0.470 -6.824  -0.38
O -4.962 0.673 -7.155  -0.23
P -3.752 0.512 -8.224  0.87
O -4.365 0.256 -9.541  -0.81
O -3.249 2.054 -8.358  -0.30
C -3.270 2.756 -9.600  -0.35
C -4.550 3.551 -9.755  -1.08
O -2.574 0.080 -7.249  -0.29
C -1.817 0.973 -6.406  -0.32
C -2.627 1.747 -5.396  -0.24
H -4.190 -1.942 -6.534  0.27
H -5.679 -2.272 -5.644  0.41
H -4.567 -0.999 -5.100  0.15
H -6.127 -0.936 -7.741  0.32
H -6.617 -0.092 -6.273  0.31
H -3.124 2.073 -10.435  0.35
H -2.414 3.433 -9.589  0.34
H -5.428 2.939 -9.549  0.27
H -4.633 3.959 -10.763  0.38
H -4.567 4.381 -9.046  0.28
H -1.210 1.633 -7.022  0.25
H -1.119 0.326 -5.873  0.34
H -3.300 2.462 -5.865  0.29
H -1.958 2.308 -4.745  0.03
H -3.235 1.082 -4.781  0.02
C 0.478 -2.956 7.259  -0.96
C 1.928 -3.080 6.827  -0.20
O 2.277 -4.414 6.439  -0.24
P 1.697 -5.011 5.047  0.84
O 2.343 -4.266 3.949  -0.69
O 2.467 -6.443 5.010  -0.31
C 3.357 -6.802 3.954  -0.33
C 4.790 -6.461 4.309  -1.09
O 0.316 -5.617 5.550  -0.32
C 0.162 -6.867 6.249  -0.19
C 0.909 -6.968 7.557  -0.91
H -0.202 -3.119 6.421  0.26
H 0.287 -1.959 7.659  0.42
H 0.237 -3.696 8.022  0.19
H 2.147 -2.392 6.006  0.16
H 2.584 -2.824 7.657  0.31
H 3.058 -6.334 3.018  0.33
H 3.258 -7.881 3.816  0.33
H 4.880 -5.436 4.667  0.27
H 5.444 -6.592 3.446  0.37
H 5.146 -7.111 5.110  0.30
H 0.408 -7.692 5.583  0.25
H -0.908 -6.941 6.448  0.35
H 1.987 -6.965 7.416  0.26
H 0.641 -7.905 8.050  0.40
H 0.660 -6.139 8.219  0.18

---

5.
Density functional theory data (ωB97M-V/def2-TZVPD) for a cluster of 2 separate species, C2H8NS in total.

The net charge is -1. The total energy is -14529.632 eV. The calculation puts the frontier orbital gap at 6.12 eV. Its HOMO energy is -2.18 eV. The calculation puts the energy above the lowest of the compared OMol25 structures with the same formula, charge and spin at 44.6 kJ/mol.

Each line ends with the Mulliken charge.
Cartesian coordinates (Å):
N 0.979 -1.583 -3.131  -0.69
H 0.493 -1.685 -2.277  0.25
H 1.960 -1.449 -2.982  0.20
H 0.646 -0.768 -3.617  0.24
C 0.095 0.403 1.947  -1.00
C -1.130 0.767 1.140  -0.49
S -0.757 2.218 0.020  -0.75
H 0.947 0.417 1.271  0.26
H -0.066 -0.506 2.544  0.32
H 0.303 1.126 2.744  0.25
H -1.959 1.184 1.714  0.20
H -1.511 -0.124 0.628  0.21

---

Repeat the fifth record exactly.
Density functional theory data (ωB97M-V/def2-TZVPD) for a cluster of 2 separate species, C2H8NS in total.

The net charge is -1. The total energy is -14529.632 eV. The calculation puts the frontier orbital gap at 6.12 eV. Its HOMO energy is -2.18 eV. The calculation puts the energy above the lowest of the compared OMol25 structures with the same formula, charge and spin at 44.6 kJ/mol.

Each line ends with the Mulliken charge.
Cartesian coordinates (Å):
N 0.979 -1.583 -3.131  -0.69
H 0.493 -1.685 -2.277  0.25
H 1.960 -1.449 -2.982  0.20
H 0.646 -0.768 -3.617  0.24
C 0.095 0.403 1.947  -1.00
C -1.130 0.767 1.140  -0.49
S -0.757 2.218 0.020  -0.75
H 0.947 0.417 1.271  0.26
H -0.066 -0.506 2.544  0.32
H 0.303 1.126 2.744  0.25
H -1.959 1.184 1.714  0.20
H -1.511 -0.124 0.628  0.21

---

Copy entry 2 word for word.
Density functional theory data (ωB97M-V/def2-TZVPD) for a structure of composition C7H2Br2F5LiOSe.

The net charge is -2. The total energy is -228560.258 eV. The calculation puts the frontier orbital gap (alpha / beta) at 5.16 / 5.28 eV. Its HOMO energy (alpha / beta) is -0.34 / -0.39 eV. The calculation puts the energy above the lowest of the compared OMol25 structures with the same formula, charge and spin at 6.2 kJ/mol.

Each line ends with the Mulliken charge.
Cartesian coordinates (Å):
Li 0.196 -0.225 -0.345  0.79
Br 2.785 -0.483 0.223  -0.79
C 2.263 2.225 0.321  -0.52
Br 0.422 2.462 -0.008  -0.18
H 2.848 2.683 -0.465  0.24
H 2.497 2.534 1.331  0.23
F -8.678 -0.095 0.259  -0.35
C -7.330 -0.065 0.110  0.48
C -6.756 0.404 -1.054  0.08
F -7.562 0.864 -2.040  -0.33
C -5.385 0.410 -1.205  0.72
F -4.929 0.907 -2.368  -0.31
C -4.489 -0.048 -0.227  -1.08
Se -2.612 -0.148 -0.509  -0.22
C -5.128 -0.505 0.935  0.71
F -4.403 -0.950 1.977  -0.29
C -6.495 -0.520 1.110  0.06
F -7.041 -0.973 2.264  -0.33
O -0.670 -1.356 -1.466  -0.92

---

Please write out number 5 again, unchanged.
Density functional theory data (ωB97M-V/def2-TZVPD) for a cluster of 2 separate species, C2H8NS in total.

The net charge is -1. The total energy is -14529.632 eV. The calculation puts the frontier orbital gap at 6.12 eV. Its HOMO energy is -2.18 eV. The calculation puts the energy above the lowest of the compared OMol25 structures with the same formula, charge and spin at 44.6 kJ/mol.

Each line ends with the Mulliken charge.
Cartesian coordinates (Å):
N 0.979 -1.583 -3.131  -0.69
H 0.493 -1.685 -2.277  0.25
H 1.960 -1.449 -2.982  0.20
H 0.646 -0.768 -3.617  0.24
C 0.095 0.403 1.947  -1.00
C -1.130 0.767 1.140  -0.49
S -0.757 2.218 0.020  -0.75
H 0.947 0.417 1.271  0.26
H -0.066 -0.506 2.544  0.32
H 0.303 1.126 2.744  0.25
H -1.959 1.184 1.714  0.20
H -1.511 -0.124 0.628  0.21